{
  "formula": "C4H4AuO2",
  "method": "ωB97M-V with the def2-TZVPD basis set",
  "symbols": ["H", "O", "C", "C", "C", "C", "H", "H", "H", "O", "Au"],
  "xyz": [[-0.009178, -0.800301, -1.802710], [-0.690213, -1.984943, 2.488474], [-0.076886, -1.184758, 1.926841], [0.652353, -0.256081, 1.315970], [0.708290, -0.589554, -1.008446], [1.833872, -1.262825, -0.722317], [1.446387, 0.272751, 1.839299], [2.685171, -0.788975, -0.230244], [1.910840, -2.282158, -1.100822], [0.203637, 0.256466, -0.025041], [-0.459250, 1.810168, -0.319804]],
  "forces_ev_per_angstrom": [[0.0348, 0.2062, -0.2713], [2.2884, 2.8093, -2.0063], [-4.4672, -5.0577, 3.4885], [1.0246, 3.3754, -2.1986], [-1.8077, -0.3763, -0.2920], [1.8175, -0.6362, -0.6973], [0.2561, 0.1950, -0.0722], [0.1192, -0.2775, 0.3904], [0.3973, -0.1725, -0.2938], [5.1221, -11.3165, 3.9308], [-4.7850, 11.2508, -1.9782]],
  "mulliken_spin": [0.02, 0.26, -0.04, 0.61, 0.39, 0.31, 0.00, 0.03, 0.03, 0.07, 0.31],
  "molar_mass_g_mol": 281.0,
  "largest_force_ha_per_bohr": 0.2534,
  "s2": 2.016,
  "charge": 3,
  "e_above_lowest_kcal_mol": 21.8,
  "spin_multiplicity": 3,
  "homo_energy_ev": [-25.97, -25.95],
  "lumo_ev": [-16.56, -19.49]
}